280
Properties=species:S:1:pos:R:3:forces:R:3 method="wB97M-V/def2-TZVPD" e_above_lowest_kcal_mol=92.5 multiplicity=1 smiles=CC1(C)CCCC(C)(C)N1O.COC[C@H](C)N.COC[C@H](C)N.COCCNCCOC.COCCNCCOC.COCCNCCOC.COCCNCCOC.COCCNCCOC.COCCNCCOC.COCCNCCOC.COCCNCCOC.COCCNCCOC e_lumo_ev=0.43 e_tot_ha=-5047.027377 homo_lumo_gap_ev=8.372
C 3.8179 2.9574 -0.2090 -1.88 0.19 -0.69
C 3.3117 2.1189 0.9760 1.20 1.09 -2.33
C 2.4605 0.9397 0.4244 0.05 0.16 2.11
O 1.2285 1.4560 0.0275 -1.77 0.07 -0.81
C 0.2134 0.4635 -0.3254 1.06 0.80 0.27
N 4.5800 1.8481 1.6210 0.64 -1.70 1.45
H 2.9885 3.2704 -0.8432 -0.04 0.45 -0.08
H 4.4177 2.3053 -0.8440 0.37 0.13 0.14
H 4.3674 3.8189 0.1703 0.02 0.06 -0.36
H 2.7765 2.7448 1.6901 -0.68 -0.30 -0.29
H 2.3213 0.3217 1.3114 -0.12 -0.71 0.06
H 2.8725 0.3235 -0.3747 0.66 0.20 -0.10
H 0.6143 -0.2183 -1.0754 0.11 -0.32 0.18
H -0.6555 0.9326 -0.7870 0.29 0.51 0.14
H -0.1397 -0.0410 0.5739 0.20 -0.29 0.01
H 5.1006 1.1254 1.1448 -0.12 -0.47 -0.08
H 5.1676 2.6531 1.4575 -0.01 0.14 0.40
C 8.0461 13.0825 -3.6518 -0.68 0.64 0.81
C 7.6140 12.0427 -2.5560 0.82 0.16 -1.77
C 6.8154 10.8374 -3.1526 0.62 2.29 0.55
O 7.5934 10.2980 -4.1789 -0.07 0.10 -0.03
C 6.9654 9.2510 -4.8559 0.57 -0.76 -0.34
N 8.8887 11.5855 -2.0370 -0.03 -0.26 0.39
H 8.6109 12.7071 -4.5051 -0.36 -0.72 0.09
H 8.7528 13.7707 -3.1881 -0.10 0.14 0.30
H 7.2351 13.7036 -4.0322 -0.17 -0.14 -0.03
H 7.0953 12.4855 -1.7056 -0.54 0.24 -0.40
H 5.8869 11.2719 -3.5229 -0.45 -0.44 -0.11
H 6.6596 10.1586 -2.3141 -0.33 -0.51 -0.12
H 7.7226 8.7932 -5.4924 0.07 -0.04 0.02
H 6.1569 9.5394 -5.5276 -0.31 0.36 0.23
H 6.6332 8.4898 -4.1500 -0.29 -0.12 0.03
H 8.7121 10.6197 -1.8003 0.84 -0.33 0.19
H 9.5175 11.6364 -2.8257 0.41 -0.60 0.19
C -1.2380 7.7739 -5.3334 0.37 0.09 -0.09
O -1.6133 8.9160 -4.6200 0.68 0.68 -1.05
C -2.1551 8.5945 -3.3803 0.28 1.14 0.22
C -2.2604 9.9244 -2.5849 -0.30 -1.00 -0.98
N -0.9233 10.4351 -2.3206 -0.14 -0.82 0.54
C -0.9610 11.7828 -1.8260 -0.32 1.17 -0.79
C -0.9587 12.8818 -2.9656 -0.07 -1.59 1.24
O 0.2559 12.7543 -3.6696 -0.21 -0.28 -0.34
C 0.5552 13.9423 -4.3509 0.61 0.17 0.04
H -0.7405 8.1011 -6.2464 -0.23 -0.09 -0.06
H -2.0973 7.1365 -5.5419 -0.18 -0.08 -0.24
H -0.5235 7.1825 -4.7610 0.18 -0.17 0.14
H -1.4242 7.9620 -2.8766 -0.21 -0.37 0.46
H -3.0715 8.0589 -3.6282 -0.49 0.00 0.91
H -2.8844 9.7275 -1.7131 0.51 0.06 0.56
H -2.8253 10.6710 -3.1430 -0.34 -0.09 -0.51
H -0.3563 10.3395 -3.1510 0.03 0.11 -0.10
H -0.1645 12.0128 -1.1183 0.31 -0.13 -0.17
H -1.8830 11.8419 -1.2476 -0.10 0.43 0.03
H -1.0650 13.8654 -2.5082 0.05 0.24 0.00
H -1.7879 12.7006 -3.6496 -0.25 0.12 -0.08
H 1.4648 13.8215 -4.9392 0.31 -0.14 0.49
H 0.6609 14.6773 -3.5529 0.25 0.70 -0.46
H -0.1518 14.2760 -5.1104 -0.74 -0.14 0.25
C -6.4850 0.6959 -7.0108 -0.02 0.21 -1.01
O -5.4278 -0.2122 -6.7154 -1.27 -0.32 0.14
C -5.8105 -1.5932 -6.8972 0.09 0.73 -0.22
C -4.5526 -2.4019 -6.6188 -0.02 0.30 0.88
N -3.3960 -1.9730 -7.3820 0.00 -0.69 -1.60
C -3.5219 -2.4046 -8.8117 -0.26 0.75 1.25
C -2.6319 -1.5972 -9.7616 -1.17 -0.58 -0.49
O -2.8614 -0.1862 -9.7919 0.63 -0.01 0.38
C -4.1635 0.2045 -10.1266 -1.16 0.31 0.19
H -6.4848 1.5851 -6.3803 0.46 -0.18 0.08
H -7.5135 0.3354 -7.0255 0.01 -0.85 0.77
H -6.4047 0.9852 -8.0586 0.36 0.49 -0.15
H -6.1814 -1.7995 -7.9012 0.22 0.37 -0.54
H -6.7003 -1.7910 -6.2995 0.27 -0.33 0.67
H -4.7294 -3.4680 -6.7609 -0.02 -0.04 -0.16
H -4.2889 -2.2720 -5.5692 -0.13 -0.03 0.17
H -3.3296 -0.9653 -7.3705 -0.07 0.19 0.13
H -4.5571 -2.3352 -9.1457 -0.28 0.37 -0.18
H -3.3610 -3.4824 -8.8358 0.68 -0.02 -0.28
H -2.9227 -1.9219 -10.7606 0.37 -0.50 -0.28
H -1.5867 -1.8436 -9.5748 0.03 0.65 -0.01
H -4.6982 -0.3987 -10.8603 0.32 -0.77 -0.05
H -4.2600 1.1919 -10.5781 1.02 0.27 0.09
H -4.7954 0.2775 -9.2415 -0.06 -0.32 0.21
C -13.7231 10.0323 8.8910 0.44 0.98 0.61
O -12.4417 9.4579 8.7367 0.13 -1.09 0.34
C -12.2453 8.2351 9.4867 0.97 -0.21 -0.95
C -10.7920 7.6053 9.2932 -0.73 0.18 -0.13
N -10.7335 6.7336 8.0893 -0.15 -0.12 0.95
C -9.4795 5.9745 7.9113 -0.74 0.68 -0.75
C -9.3978 5.3773 6.4837 0.12 0.19 1.84
O -9.2594 6.3889 5.5141 0.01 -0.01 1.31
C -9.1088 5.8898 4.2289 -1.17 -0.15 -0.55
H -13.8880 10.3908 9.9071 0.10 -0.31 0.56
H -14.5995 9.4331 8.6442 0.25 -0.37 -0.46
H -13.6949 10.9778 8.3493 -0.18 -0.30 -0.53
H -12.9195 7.4618 9.1184 -0.16 -0.08 -0.29
H -12.5452 8.3614 10.5270 0.49 0.37 0.28
H -10.5340 7.0833 10.2147 -0.66 -1.03 -0.06
H -9.9334 8.2735 9.3597 -0.25 1.12 -0.67
H -10.9962 7.2444 7.2586 0.27 0.22 -0.01
H -9.5082 5.1410 8.6133 0.23 -0.05 0.08
H -8.6193 6.6118 8.1160 0.38 -0.03 0.01
H -10.2946 4.7592 6.4417 -0.50 0.16 -0.89
H -8.5770 4.6605 6.4635 0.44 0.09 -0.17
H -8.1858 5.3383 4.0501 0.34 0.31 0.03
H -9.2868 6.7416 3.5725 0.58 -0.17 -0.26
H -9.9303 5.1971 4.0462 -0.15 -0.31 -0.30
C -7.7016 -8.9119 2.5158 0.12 -2.73 -0.56
O -8.1988 -10.3484 2.5138 0.28 2.61 -0.54
C -8.7822 -10.6931 3.7540 1.80 -1.45 -0.45
C -9.2854 -12.1588 3.6791 0.01 -0.20 -0.19
N -8.2897 -13.2831 3.4119 -0.72 3.13 1.37
C -8.9260 -14.5539 3.6073 -0.23 0.12 -1.03
C -9.9647 -14.8624 2.4947 0.99 -3.11 1.37
O -10.5922 -16.0914 3.0181 -0.50 0.77 -0.15
C -11.4070 -16.8088 2.1244 -0.72 0.63 -0.74
H -6.8543 -8.7980 3.1920 -0.22 -0.12 0.46
H -8.4863 -8.1854 2.7267 -0.10 -0.19 -0.11
H -7.2568 -8.8298 1.5240 -0.43 0.36 -0.06
H -9.4915 -9.9183 4.0452 -0.51 -0.43 0.23
H -7.9264 -10.7154 4.4286 -0.18 0.19 0.82
H -10.0863 -12.2297 2.9432 -0.18 0.34 -0.16
H -9.7582 -12.3861 4.6345 0.09 -0.01 0.16
H -7.8593 -13.0953 2.5177 -0.02 -0.52 -0.16
H -9.4481 -14.6129 4.5623 0.00 0.38 0.09
H -8.1247 -15.2882 3.6898 -0.30 -0.41 -0.45
H -9.4166 -15.2685 1.6445 -0.03 0.86 -0.64
H -10.6401 -14.0324 2.2870 -0.17 -0.34 -0.06
H -10.9106 -17.2017 1.2371 0.74 -0.44 0.22
H -12.1698 -16.1995 1.6396 -0.29 0.65 0.24
H -11.9908 -17.5819 2.6238 0.56 -0.11 0.30
C 9.9020 -1.7906 4.1191 1.15 0.33 0.77
O 8.7652 -1.8056 4.9455 0.39 0.16 0.16
C 8.9042 -2.6623 6.1059 -0.86 1.93 0.02
C 7.9147 -2.0698 7.1071 -1.58 -0.01 -0.45
N 7.9419 -0.6046 7.3309 -0.20 -0.79 0.90
C 6.6826 -0.1649 8.0144 -0.17 -0.87 1.05
C 6.2860 -0.9831 9.3281 0.45 -0.16 -0.32
O 5.1515 -0.4534 9.9873 -0.71 1.21 -0.28
C 4.6554 -1.1620 11.1365 0.72 -0.41 -1.69
H 10.7567 -1.4181 4.6837 0.41 -0.53 0.61
H 9.9481 -1.0052 3.3646 -1.28 -0.34 -0.48
H 10.1338 -2.7882 3.7461 0.01 0.05 -0.37
H 9.8479 -2.6065 6.6484 0.70 -0.19 -0.90
H 8.5951 -3.6460 5.7523 0.32 -0.32 0.64
H 7.9365 -2.5976 8.0605 0.33 0.01 -0.02
H 6.9373 -2.2756 6.6708 -0.51 -0.38 0.02
H 7.9004 -0.1796 6.4156 0.23 0.08 -0.16
H 5.8084 -0.3314 7.3851 -0.13 0.22 -0.40
H 6.7918 0.9000 8.2198 -0.16 -0.10 0.18
H 7.1193 -1.0930 10.0221 0.37 0.36 0.16
H 6.0530 -2.0057 9.0312 -0.10 -0.24 -0.25
H 5.4244 -1.0697 11.9035 -0.39 -0.42 0.42
H 4.4398 -2.1731 10.7912 0.62 -0.62 0.42
H 3.6497 -0.8653 11.4342 0.38 1.02 -0.01
C -9.7572 10.0077 3.7352 0.09 1.15 -0.13
O -8.3854 10.3107 3.8855 0.58 -0.17 0.22
C -7.9462 10.4628 5.2370 -0.08 -0.53 -0.30
C -6.4256 10.7083 5.3192 0.16 -2.12 0.16
N -5.6793 9.5229 4.8332 0.13 0.05 -1.58
C -4.2822 9.4193 5.1872 -0.85 -1.23 1.16
C -3.7717 7.9263 5.0979 0.79 1.67 -0.56
O -4.2226 7.1558 6.1754 0.29 -1.06 0.85
C -3.4149 5.9699 6.4686 -0.56 1.06 -0.22
H -10.0007 10.4338 2.7619 -0.30 -0.28 -0.06
H -10.3414 10.5495 4.4791 -0.19 0.09 0.17
H -10.0698 8.9644 3.7797 0.52 -0.29 0.09
H -8.2138 9.5477 5.7653 0.33 -0.36 0.25
H -8.5648 11.2167 5.7238 0.29 0.58 0.05
H -6.0683 10.7329 6.3487 -0.71 0.87 0.63
H -6.0963 11.6173 4.8159 -0.12 -0.07 -0.24
H -6.0863 8.6014 4.9056 -0.75 0.48 0.28
H -4.1806 9.5879 6.2593 0.24 0.41 0.57
H -3.7015 10.2055 4.7049 0.39 -0.48 -0.43
H -2.6877 8.0161 5.1682 0.31 -0.15 -0.24
H -4.0329 7.4692 4.1435 -0.08 -0.07 -0.20
H -3.3750 5.2880 5.6191 -0.39 -0.15 -0.02
H -3.8378 5.5214 7.3675 -0.26 -0.10 -0.34
H -2.3738 6.1776 6.7155 0.12 0.64 -0.07
C 6.0791 8.9868 3.9081 -0.92 -0.49 -0.42
O 5.9422 8.8884 5.2734 1.55 1.77 3.01
C 7.1741 9.2529 6.0341 -1.15 -1.68 -0.02
C 8.1172 8.0425 6.0605 -0.58 1.56 0.14
N 9.0206 8.0171 4.9381 -0.21 1.09 0.09
C 9.7676 6.8265 4.8389 0.50 -0.72 -0.72
C 10.4023 6.6743 3.4248 0.29 0.34 1.93
O 9.4723 6.9848 2.4419 -1.74 -0.38 -0.17
C 9.8723 6.5672 1.1582 1.39 0.00 0.40
H 6.3963 7.9890 3.6049 0.57 0.27 -1.05
H 6.6680 9.8509 3.6004 0.40 -0.26 -0.25
H 5.0625 9.1365 3.5446 -0.01 0.01 -0.39
H 6.8808 9.3950 7.0742 -0.56 0.04 -0.14
H 7.6728 10.1808 5.7543 -0.21 0.00 -0.73
H 7.4522 7.1921 6.2113 -0.02 -0.58 -0.45
H 8.6221 8.1381 7.0218 0.77 -0.12 -0.10
H 8.6057 8.2175 4.0394 -0.44 0.06 0.21
H 9.1161 5.9871 5.0817 -0.02 -0.65 -0.23
H 10.5454 6.8406 5.6025 0.37 -0.20 -0.07
H 10.8153 5.6664 3.3840 -0.15 -0.30 -0.45
H 11.2479 7.3604 3.3763 0.24 0.22 -0.17
H 9.1355 6.5338 0.3556 -0.51 0.41 0.64
H 10.2839 5.5635 1.2641 0.17 -0.19 -0.33
H 10.6717 7.2636 0.9050 0.27 -0.19 -0.74
C -2.5717 -9.7241 -2.1123 -0.58 -2.12 0.32
O -2.8743 -10.4189 -0.8563 0.03 1.19 -0.51
C -2.8466 -11.8548 -0.7872 -1.19 1.15 -1.24
C -3.8189 -12.4697 -1.8368 0.66 -1.43 1.62
N -5.2290 -12.1751 -1.6234 0.81 0.10 -0.63
C -6.0727 -12.9053 -2.5675 -1.44 0.75 -0.08
C -6.2095 -12.3100 -3.9685 1.17 1.21 -0.48
O -6.1718 -10.8890 -3.9179 -0.17 -0.42 0.13
C -7.1972 -10.3072 -3.1765 0.43 2.47 0.27
H -1.5227 -9.8531 -2.3789 0.26 0.63 0.33
H -2.9753 -8.7116 -2.1084 0.53 -0.01 0.60
H -3.0851 -10.1999 -2.9478 -0.35 -0.21 -0.05
H -3.1985 -12.0659 0.2226 -0.01 -0.09 -0.08
H -1.8220 -12.2111 -0.8942 0.05 -0.25 -0.25
H -3.8550 -13.5346 -1.6072 0.81 -0.40 -0.16
H -3.3966 -12.4005 -2.8393 -0.25 0.45 -0.33
H -5.3710 -11.1768 -1.6814 -0.23 0.04 -0.15
H -7.0849 -12.8302 -2.1701 -0.11 -0.47 0.31
H -5.8153 -13.9575 -2.6882 0.20 0.01 0.48
H -7.1169 -12.5336 -4.5296 -0.12 -0.87 0.26
H -5.3326 -12.5051 -4.5857 -0.08 -0.48 -0.13
H -8.2195 -10.3162 -3.5544 -0.05 -0.82 -0.32
H -6.9085 -9.2585 -3.2471 -0.31 0.39 0.03
H -7.1847 -10.4438 -2.0952 -0.09 -0.83 0.08
C 4.5600 -13.3985 -4.3719 -1.10 1.32 -0.35
O 5.7745 -12.9794 -3.8590 1.67 -0.51 0.29
C 6.1350 -13.4646 -2.5462 -0.50 0.60 -0.97
C 5.4729 -12.5748 -1.5062 -0.53 -0.06 -1.41
N 5.9364 -12.8154 -0.1906 0.43 -1.01 0.81
C 7.2449 -12.2258 0.0537 -1.31 1.41 0.79
C 7.1573 -10.6834 -0.0838 0.44 1.34 0.56
O 6.0955 -10.0283 0.6903 0.32 -1.12 0.24
C 5.5295 -8.8420 0.1433 0.28 -0.73 -0.50
H 3.7943 -12.8064 -3.8707 -0.70 -0.50 0.29
H 4.3169 -14.4607 -4.3987 0.36 -0.22 0.43
H 4.4780 -13.0240 -5.3923 0.37 -0.18 -0.21
H 7.2223 -13.4047 -2.4979 -0.05 -0.29 -0.04
H 5.7495 -14.4807 -2.4618 0.40 -0.23 0.27
H 4.4204 -12.8041 -1.6730 -0.27 0.18 0.79
H 5.6045 -11.5365 -1.8109 0.00 0.20 -0.30
H 5.3115 -12.4177 0.4960 -0.13 -0.04 -0.01
H 8.0536 -12.6270 -0.5573 -0.21 0.10 -0.24
H 7.5183 -12.4228 1.0903 -0.02 -0.17 0.04
H 7.0944 -10.3190 -1.1091 0.01 -0.22 -0.14
H 8.0824 -10.3009 0.3474 0.31 0.19 -0.22
H 4.8916 -8.3259 0.8608 0.16 -0.40 0.31
H 4.9037 -9.1443 -0.6964 -0.06 0.33 -0.32
H 6.2923 -8.1331 -0.1786 0.14 0.02 -0.13
C 7.0549 -3.0134 -5.9239 0.10 -0.85 0.08
C 6.1879 -2.8223 -7.1799 -1.86 -0.12 -0.03
C 7.0058 -2.6127 -8.4234 2.37 0.07 -0.56
C 7.6776 -3.8735 -8.9683 -0.69 -0.16 -0.24
C 6.5405 -4.7924 -9.3547 -1.37 0.01 0.71
C 5.6317 -5.1978 -8.1136 0.71 -0.30 -1.80
N 5.2239 -3.9885 -7.4117 0.44 1.40 -1.27
O 4.3407 -4.2354 -6.3336 0.63 0.00 0.04
C 4.4084 -5.9437 -8.6846 -0.96 0.43 1.10
C 6.4281 -6.1237 -7.2559 -0.10 -0.97 0.83
C 5.3196 -1.5548 -7.0571 -0.78 0.03 0.64
H 7.9962 -3.5129 -6.1534 0.11 0.03 -0.22
H 6.5400 -3.7135 -5.2660 -0.15 0.23 0.22
H 7.3216 -2.1258 -5.3502 -0.31 0.24 -0.28
H 6.5663 -2.0315 -9.2340 -0.84 -0.44 0.03
H 7.8429 -1.9591 -8.1781 0.04 0.31 0.58
H 8.3405 -4.3261 -8.2309 -0.01 -0.03 0.10
H 8.2974 -3.6462 -9.8356 -0.01 0.13 -0.04
H 6.8029 -5.6941 -9.9078 0.20 -0.10 0.24
H 5.8534 -4.2329 -9.9896 0.09 0.14 -0.35
H 4.6168 -6.8152 -9.3052 0.30 0.31 -0.18
H 3.7810 -6.3073 -7.8708 0.33 -0.39 0.45
H 3.6699 -5.2719 -9.1222 0.48 0.24 -0.81
H 7.2064 -5.5458 -6.7573 0.01 -0.50 0.25
H 5.7391 -6.6222 -6.5741 0.16 0.40 0.72
H 6.8408 -6.9916 -7.7702 0.34 0.29 -0.48
H 5.8963 -0.6437 -7.2165 0.22 -0.06 0.38
H 4.7886 -1.5279 -6.1056 0.45 0.18 0.42
H 4.4728 -1.4678 -7.7379 0.29 -0.56 -0.66
H 3.5199 -3.8684 -6.6700 -0.21 0.01 0.13